C4H3FO6Pb | wB97M-V/def2-TZVPD

```
! wB97M-V def2-TZVPD RIJCOSX def2/J DEFGRID3
* xyz 1 2
C -1.01 -1.42 -1.03
C -1.39 0.03 -1.36
O -1.99 0.72 -0.23
C -1.28 1.30 0.67
O -0.08 1.16 0.93
O -1.93 2.15 1.39
O -0.11 -1.60 -0.09
F -2.23 -2.07 -0.66
H -2.15 0.07 -2.14
H -0.49 0.57 -1.68
O 5.24 0.66 1.86
C 4.11 0.52 1.71
O 2.96 0.35 1.64
Pb 1.09 -0.55 1.02
H -0.73 -1.89 -2.00
*
```

Calculated values
HOMO-LUMO gap (alpha / beta): 9.29 / 6.16 eV
HOMO energy (alpha / beta): -14.1326 / -14.0920 eV
lowest unoccupied orbital energy (alpha / beta): -4.846 / -7.931 eV